Formula: C2H6N2O
Source: the OMol25 dataset
Level of theory: wB97M-V/def2-TZVPD

As for the spin multiplicity: 2. The value obtained for the maximum force is 0.761 eV/Å. The total energy is -7197.14827 eV. Its charge is -1. Its relative energy (zero: lowest compared OMol25 entry of this formula, charge and spin) is 47.58 kJ/mol.

XYZ file:
```
11
C2H6N2O | the OMol25 dataset | wB97M-V/def2-TZVPD
O 2.16295 -0.20706 -1.17700
N -1.01417 0.47087 -0.61513
N -1.02696 0.57694 1.72082
C 1.59983 -1.15708 -0.48314
C -1.61488 0.45922 0.59515
H -1.56551 0.75465 -1.40335
H -2.68132 0.18230 0.53640
H 0.00108 0.45810 -0.72272
H 1.01983 -0.92994 0.42067
H -1.67686 0.36829 2.47103
H 1.70851 -2.22478 -0.73126
```

---

Formula: C3H3N3O
Source: the OMol25 dataset
Level of theory: wB97M-V/def2-TZVPD

The value obtained for the maximum force is 4.082 eV/Å. The total energy is -9674.54983 eV. Its charge is 0. As for the SMILES: O/C=C1/C=NN=N1. Its relative energy (zero: lowest compared OMol25 entry of this formula, charge and spin) is 280.23 kJ/mol.

XYZ file:
```
10
C3H3N3O | the OMol25 dataset | wB97M-V/def2-TZVPD
O 2.47660 -0.26752 0.02648
N -1.46058 -1.07297 0.08100
N -2.02101 0.27373 -0.00904
N -0.19427 -1.02000 -0.05973
C -1.06003 1.07867 -0.00103
C 1.45408 0.62526 -0.01204
C 0.16849 0.33833 -0.01784
H 1.98315 -1.17566 -0.21567
H -1.28260 2.17122 -0.14322
H 1.84246 1.62567 0.24691
```

---

Formula: C4H8S
Source: the OMol25 dataset
Level of theory: wB97M-V/def2-TZVPD

The value obtained for the maximum force is 3.756 eV/Å. The total energy is -15111.28968 eV. Its charge is 0. As for the SMILES: C[C@H]1S[C@@H]1C. Its relative energy (zero: lowest compared OMol25 entry of this formula, charge and spin) is 105.74 kJ/mol.

XYZ file:
```
13
C4H8S | the OMol25 dataset | wB97M-V/def2-TZVPD
S 1.87781 0.30955 0.08867
C 0.12777 0.62332 -0.47394
C 0.35281 -0.63550 0.32049
C -0.59772 1.92854 0.06115
C 0.18285 -2.03159 -0.13197
H -1.79798 2.12436 -0.04943
H -0.09377 0.49904 -1.50546
H 0.95990 -2.55074 0.39076
H 0.22537 -0.61423 1.56218
H -0.85984 -2.23780 0.27331
H 0.12486 -2.29106 -1.21770
H -0.11238 2.79989 -0.45828
H -0.38968 2.07622 1.14024
```

---

Formula: CH3LiOSc
Source: the OMol25 dataset
Level of theory: wB97M-V/def2-TZVPD

As for the spin multiplicity: 2. The value obtained for the maximum force is 0.988 eV/Å. The total energy is -24018.92389 eV. Its charge is +2. Its relative energy (zero: lowest compared OMol25 entry of this formula, charge and spin) is 0.00 kJ/mol.

XYZ file:
```
7
CH3LiOSc | the OMol25 dataset | wB97M-V/def2-TZVPD
Sc -0.61663 -4.47090 -0.59104
O 0.24053 0.64281 -0.20744
C 0.29608 1.74548 0.29608
Li -0.34465 -1.10296 0.26750
H -0.15438 1.95101 1.28507
H -1.02076 -2.60617 -0.34020
H 0.87228 2.55719 -0.18379
```